# C4H12

A cluster of 2 separate species, C4H12 in total in a non-equilibrium geometry (the ωB97M-V functional and the def2-TZVPD basis, the Open Molecules 2025 dataset).

Output
- Relative energy (zero: lowest compared OMol25 entry of this formula, charge and spin): 1.331 eV
- Frontier orbital gap: 12.4 eV
- M: 60.14 g/mol
- Calculated total energy: -159.53608 Ha
- LUMO level: 1.10 eV

Last column: natural (NBO) charge in e.
Geometry (Å):
C: 2.428 -0.157 -1.329  -0.616
C: 0.931 -0.399 -1.602  -0.618
H: 2.953 -0.937 -0.697  0.200
H: 3.201 -0.007 -2.109  0.212
H: 2.587 0.801 -0.619  0.189
H: 0.574 0.475 -2.194  0.206
H: 0.451 -0.533 -0.632  0.218
H: 0.912 -1.193 -2.308  0.208
C: -1.847 -0.219 0.833  -0.611
C: -1.516 0.788 2.072  -0.600
H: -2.113 0.304 -0.059  0.205
H: -1.032 -1.005 0.656  0.200
H: -2.767 -0.860 1.155  0.199
H: -2.259 0.391 2.850  0.204
H: -1.922 1.757 1.785  0.206
H: -0.558 0.736 2.329  0.199